1.
{
  "formula": "C4H12N2O2",
  "method": "the ωB97M-V functional and the def2-TZVPD basis",
  "molar_mass_g_mol": 120.2,
  "fmax_ev_per_a": 1.43,
  "total_charge": 0,
  "relative_energy_kj_mol": 60.4,
  "smiles": "CC(C)NC(N)=O.O",
  "elements": ["C", "C", "C", "N", "C", "N", "O", "H", "H", "H", "H", "H", "H", "H", "H", "H", "H", "O", "H", "H"],
  "positions_angstrom": [[-0.9405, 0.9267, 1.0492], [-0.3195, -0.2076, 0.2519], [0.9899, -0.7051, 0.8709], [-0.0277, 0.2363, -1.1328], [0.7024, 1.3499, -1.4406], [1.2004, 1.3506, -2.7344], [0.9788, 2.2441, -0.6643], [-0.2590, 1.7379, 1.2621], [-1.7950, 1.3128, 0.5046], [-1.2878, 0.5508, 2.0139], [-1.0697, -0.9748, 0.0910], [1.4580, -1.3762, 0.1498], [0.8427, -1.3120, 1.7666], [1.6484, 0.1227, 1.0961], [-0.1338, -0.4198, -1.8891], [0.9308, 0.6265, -3.3740], [1.4345, 2.2534, -3.1048], [-1.7435, -2.5795, 1.9647], [-0.9166, -2.1608, 2.2269], [-1.6926, -2.9759, 1.0921]],
  "atomic_forces_ev_per_a": [[-0.42, -0.33, 0.44], [0.72, 1.00, -0.74], [-0.55, -0.89, -0.26], [-0.18, 0.25, -0.03], [0.57, -0.17, -0.15], [-0.17, -0.05, 0.20], [-0.13, 0.10, 0.06], [0.23, 0.04, -0.23], [-0.17, 0.17, 0.01], [-0.13, -0.14, -0.05], [0.09, -0.30, 0.37], [0.26, 0.07, 0.03], [-0.04, 0.25, 0.19], [0.12, 0.17, 0.00], [-0.09, -0.17, 0.31], [-0.06, 0.15, -0.19], [0.06, -0.01, -0.06], [-0.60, 0.00, 0.54], [-0.02, -0.28, -0.53], [0.52, 0.14, 0.08]],
  "mulliken_charge": [-1.263, 0.390, -1.413, -0.235, 0.548, -0.426, -0.607, 0.306, 0.387, 0.340, 0.273, 0.345, 0.432, 0.317, 0.196, 0.162, 0.251, -0.636, 0.325, 0.308]
}


2.
{
  "formula": "C4H12N2O2",
  "method": "the ωB97M-V functional and the def2-TZVPD basis",
  "molar_mass_g_mol": 120.2,
  "fmax_ev_per_a": 1.59,
  "total_charge": 0,
  "relative_energy_kj_mol": 147.4,
  "smiles": "CN[C@H](C)C(N)=O.O",
  "elements": ["C", "N", "C", "C", "C", "N", "O", "H", "H", "H", "H", "H", "H", "H", "H", "H", "H", "O", "H", "H"],
  "positions_angstrom": [[0.5714, 1.5719, -0.8377], [-0.5135, 1.2625, 0.0582], [-0.8483, -0.1361, 0.2698], [0.1448, -0.9213, 1.1755], [-1.0568, -0.9424, -0.9962], [-2.3510, -1.3913, -1.1568], [-0.1648, -1.3311, -1.7150], [0.6021, 0.9250, -1.7097], [0.4839, 2.5897, -1.2166], [1.5795, 1.4876, -0.3985], [-0.5055, 1.7435, 0.9465], [-1.7544, -0.2187, 0.8573], [0.9351, -1.4515, 0.6339], [-0.3801, -1.7535, 1.6556], [0.5777, -0.3384, 1.9774], [-2.4857, -2.0334, -1.9229], [-3.0676, -0.6818, -1.0600], [3.3410, 1.2420, 2.5372], [2.8145, 0.6022, 2.0466], [3.2071, 2.0704, 2.0690]],
  "atomic_forces_ev_per_a": [[0.94, 0.35, 0.01], [-0.94, -0.44, -0.47], [0.99, -0.14, 1.23], [0.10, -1.19, -0.48], [-0.27, -0.60, -0.16], [-0.22, 0.39, -0.04], [0.31, 0.05, 0.04], [-0.35, -0.15, 0.08], [-0.11, 0.10, 0.10], [-0.08, -0.05, 0.13], [0.25, 0.09, -0.18], [-0.53, 0.57, -0.20], [0.12, 0.55, -0.18], [-0.20, 0.15, 0.07], [-0.02, 0.45, 0.08], [0.05, 0.19, -0.21], [-0.02, -0.31, 0.24], [-0.09, -0.05, -0.02], [0.04, -0.03, 0.00], [0.03, 0.07, -0.02]],
  "mulliken_charge": [-0.749, -0.331, 0.492, -1.415, 0.204, -0.457, -0.573, 0.290, 0.332, 0.155, 0.296, 0.190, 0.300, 0.426, 0.329, 0.267, 0.241, -0.650, 0.331, 0.324]
}


no.,HOMO-LUMO gap (eV),LUMO energy (eV)
1,10.1965,0.527
2,9.6092,0.738